The following is a DFT calculation (ωB97M-V/def2-TZVPD) of C4H16BNNbO as an isolated structure in a non-equilibrium geometry.

Output
Charge   -1
Total energy   -10165.148 eV

Geometry as XYZ:
```
24
Properties=species:S:1:pos:R:3:forces:R:3
C 2.60492 0.69792 1.19275 -0.653 -0.468 0.875
C 1.91307 -0.25715 0.01868 1.096 0.542 -0.743
C 1.02238 0.64106 -1.04882 1.640 0.774 -1.180
N 0.05698 1.60555 -0.41126 -1.174 -2.122 -0.296
Nb -1.30165 0.73877 0.98692 3.183 2.681 -0.656
B -1.58739 -1.19556 -0.18298 -0.862 -3.062 -0.344
C -2.12790 -1.33457 -1.74188 -0.926 -0.746 -0.069
O -1.29244 -2.49896 0.51126 1.486 1.513 -1.401
H 3.63268 1.17137 0.85305 -2.178 -0.977 0.505
H 1.85521 1.54220 1.57935 1.716 -1.884 -1.115
H 2.79781 0.01219 2.14740 -0.257 1.464 -2.074
H 2.83090 -0.67907 -0.61490 -2.013 0.745 1.194
H 1.35334 -1.19158 0.44497 0.947 2.087 -0.650
H 1.82947 1.31956 -1.61213 -1.334 -1.490 1.038
H 0.54910 -0.01775 -1.92522 0.862 1.100 2.052
H -0.39766 2.25414 -1.09034 0.879 -0.712 0.589
H 0.03163 0.03824 2.04501 -0.023 -0.416 0.481
H -1.25309 2.29437 1.96929 -0.817 0.367 0.569
H -2.69984 1.46922 0.05341 -0.553 0.031 0.016
H -2.49119 0.10595 2.20820 -0.339 -0.191 -0.105
H -2.21618 -0.31037 -2.30159 0.332 -2.023 0.949
H -1.50774 -2.15318 -2.31543 -1.117 1.640 0.805
H -3.23751 -1.76817 -1.66142 2.156 0.847 -0.183
H -0.36494 -2.48421 0.89567 -2.050 0.299 -0.257
```
Positions in Å, forces in eV/Å.

The following is a DFT calculation (ωB97M-V/def2-TZVPD) of a 5-piece molecular cluster, C4H16BrN8O4 overall in a non-equilibrium geometry.

Output
Charge   -1
Total energy   -94567.767 eV

Geometry as XYZ:
```
33
Properties=species:S:1:pos:R:3:forces:R:3
Br 0.10552 0.89311 0.05751 0.006 -0.288 -0.664
C -1.31918 0.12048 3.54468 0.393 -0.012 0.114
O -0.25894 0.70134 3.48015 -0.038 0.230 0.337
N -2.06594 -0.26900 2.46600 -0.603 -0.659 -0.192
N -1.89240 -0.20405 4.76705 -0.009 -0.179 -0.154
H -1.63856 -0.18686 1.54941 0.408 0.376 0.150
H -2.51781 -1.16838 2.57181 -0.179 0.144 0.020
H -2.80667 -0.60945 4.83210 -0.028 0.112 0.022
H -1.42563 0.11801 5.59155 0.026 0.009 0.006
C 1.95863 4.33359 -0.22118 -0.880 -0.359 0.503
O 1.97274 3.68009 0.79750 0.793 0.475 0.289
N 2.37212 5.66260 -0.27949 -0.303 -0.447 -0.311
N 1.37427 3.83806 -1.35242 0.375 0.440 -0.245
H 2.39293 6.09800 -1.18325 0.328 0.238 0.132
H 2.99630 5.95107 0.44926 0.067 0.108 -0.068
H 1.47824 4.32609 -2.22226 -0.051 -0.247 -0.132
H 1.14296 2.85137 -1.31101 -0.247 -0.030 0.042
C -1.89802 -3.05600 0.69641 -0.425 -0.236 -0.553
O -2.94436 -3.57362 1.08284 0.178 -0.038 0.062
N -1.85296 -2.06816 -0.23893 0.575 -0.058 0.144
N -0.66188 -3.42726 1.14928 0.448 0.300 0.111
H -0.96218 -1.64826 -0.46495 -0.109 0.236 -0.144
H -2.65002 -1.78902 -0.77493 -0.230 -0.061 0.313
H -0.51765 -4.30099 1.61530 -0.379 0.008 0.133
H 0.15908 -2.97618 0.77909 -0.040 -0.050 -0.118
C 1.16287 -1.99664 -3.02318 -0.506 -0.251 0.224
O 1.09120 -2.80247 -2.10251 0.177 0.177 -0.254
N 1.05369 -0.65600 -2.86689 0.245 0.231 -0.002
N 1.29496 -2.41858 -4.34237 -0.272 0.456 0.535
H 0.90071 -0.03638 -3.64132 -0.002 -0.172 -0.120
H 0.88278 -0.24438 -1.94860 -0.105 -0.145 0.289
H 1.63230 -1.73928 -4.99794 0.162 -0.346 -0.284
H 1.44091 -3.40286 -4.45873 0.224 0.035 -0.185
```
Positions in Å, forces in eV/Å.

The following is a DFT calculation (ωB97M-V/def2-TZVPD) of a 5-piece molecular cluster, C4H16BrN8O4 overall in a non-equilibrium geometry.

Output
Charge   -1
Total energy   -94566.583 eV

Geometry as XYZ:
```
33
Properties=species:S:1:pos:R:3:forces:R:3
Br -0.60615 -0.30597 0.48145 -0.268 -0.097 -0.168
C -4.43498 -1.94719 1.02054 -3.556 -2.252 -0.568
O -5.48137 -2.55028 1.01144 -2.665 -0.819 0.096
N -3.43093 -2.30286 1.69414 5.671 -2.462 4.372
N -4.14092 -0.94693 0.29894 0.514 5.667 -4.316
H -2.53794 -1.95401 1.37638 0.322 -0.240 0.632
H -3.45860 -3.07509 2.34453 -0.117 0.220 -0.406
H -3.21880 -0.54013 0.36459 -0.101 0.216 -0.191
H -4.74548 -0.60056 -0.43224 0.024 -0.283 0.377
C 2.17583 3.07061 -0.30002 1.112 0.818 -2.570
O 2.91711 3.80596 -0.88215 1.832 3.268 -2.333
N 1.08650 2.60953 -0.78544 -5.036 -1.585 -1.292
N 2.61168 2.52943 0.75900 2.845 -2.522 6.550
H 0.66089 1.84249 -0.28483 -0.357 -0.098 -0.382
H 0.74723 2.81602 -1.71408 0.498 0.120 0.452
H 2.18870 1.93833 1.46027 -0.413 -0.085 -0.533
H 3.59016 2.72810 0.91133 -0.301 0.042 0.217
C 2.74266 -1.00761 2.49912 5.173 1.231 3.951
O 3.79935 -1.02532 3.19385 -1.158 -0.574 -0.793
N 2.60040 -1.65131 1.39130 -1.415 -1.706 -3.292
N 1.78369 -0.16520 2.83441 -2.770 1.544 0.410
H 1.79596 -1.35286 0.85847 -0.044 -0.450 -0.522
H 3.27815 -2.26177 0.95761 -0.018 0.429 0.578
H 1.80196 0.36928 3.69121 0.472 -0.544 -0.157
H 0.87433 -0.28180 2.41067 -0.168 0.207 -0.066
C 0.08392 0.20335 -3.54764 0.248 -2.616 -3.045
O 0.66522 0.55352 -4.54370 1.490 0.483 -1.256
N -0.61106 0.92654 -2.79029 -3.396 7.349 4.192
N -0.24801 -1.03277 -3.21547 0.713 -4.321 0.019
H -0.71523 1.90833 -3.00323 0.286 -0.176 -0.026
H -1.03110 0.65971 -1.91139 0.239 -0.248 -0.096
H -0.74415 -1.14595 -2.34304 0.227 -0.699 -0.311
H 0.00113 -1.81367 -3.80557 0.116 0.182 0.477
```
Positions in Å, forces in eV/Å.

The following is a DFT calculation (ωB97M-V/def2-TZVPD) of a 5-piece molecular cluster, C4H16BrN8O4 overall in a non-equilibrium geometry.

Output
Charge   -1
Total energy   -94569.034 eV

Geometry as XYZ:
```
33
Properties=species:S:1:pos:R:3:forces:R:3
Br -1.25416 0.41961 1.03938 0.035 -0.084 -0.199
C 0.89925 -1.67104 -1.83794 0.730 -0.157 0.463
O 1.35032 -2.44545 -2.67608 -0.306 0.082 0.019
N 0.05675 -0.62796 -2.15936 0.586 -0.896 -0.248
N 1.23918 -1.70070 -0.51772 -0.424 0.471 0.010
H -0.35872 -0.81976 -3.05475 -0.368 0.662 0.073
H -0.36935 -0.11792 -1.39749 -0.449 0.152 -0.248
H 0.70569 -1.11048 0.10680 0.133 -0.095 0.245
H 1.83957 -2.39778 -0.12364 0.023 -0.124 -0.292
C 2.38721 1.04984 3.37376 -0.744 -0.569 -0.289
O 3.00455 0.47489 2.49023 0.225 0.366 0.138
N 2.97633 1.39300 4.57884 0.534 0.212 -0.159
N 1.07827 1.40394 3.23664 -0.017 -0.199 0.051
H 3.92933 1.06970 4.59740 -0.022 -0.081 0.276
H 2.45852 1.30644 5.43479 -0.080 0.009 -0.028
H 0.54381 0.92978 2.50653 0.098 0.204 0.046
H 0.53677 1.66386 4.04320 0.095 0.113 0.000
C -3.04146 -3.49893 -1.06320 0.153 0.311 0.646
O -3.34593 -4.27639 -0.17026 -0.152 -0.106 -0.191
N -2.68539 -2.20530 -0.81637 -0.134 -0.197 -0.072
N -3.06417 -3.84698 -2.38643 -0.154 0.205 -0.057
H -2.51759 -1.91817 0.13419 0.059 0.017 -0.010
H -2.33889 -1.59711 -1.53496 0.063 -0.002 0.047
H -3.38153 -4.76991 -2.60747 0.201 -0.067 -0.095
H -2.58633 -3.27662 -3.05763 -0.024 -0.210 -0.186
C 0.29101 3.74610 -1.32962 -0.608 -0.008 -0.004
O 0.32253 4.71279 -2.08317 0.255 -0.121 -0.069
N -0.75533 3.53117 -0.47009 0.466 0.212 -0.092
N 1.24864 2.77252 -1.27847 -0.522 0.395 0.172
H -1.51688 4.17609 -0.55331 -0.082 -0.052 0.048
H -0.88198 2.64047 -0.00772 -0.207 -0.026 0.056
H 1.22998 2.16014 -0.48057 0.416 -0.290 -0.239
H 2.00001 2.83015 -1.93552 0.219 -0.125 0.187
```
Positions in Å, forces in eV/Å.

Question: Which of these has the highest total energy?
Answer: C4H16BNNbO